DFT (ωB97M-V/def2-TZVPD) results for a molecular structure, C34H37BrN8O7Sc in a non-equilibrium geometry.

Results
Charge = +1
E = -152853.188 eV
LUMO = -3.413 eV
HOMO = -10.611 eV
Maximum force = 0.02474 hartree/bohr

Geometry (Å):
Br  -2.381  -1.720  0.450
Sc  0.170  -0.219  -0.076
O  6.391  -0.964  2.613
O  -5.598  3.876  -3.712
O  -4.380  2.993  -5.250
O  0.097  0.053  -2.136
O  4.156  -3.855  4.424
O  -1.387  1.075  -0.149
O  0.445  -2.092  -0.065
N  -4.618  3.276  -4.097
N  0.260  0.311  4.312
N  2.556  -0.114  0.058
N  0.977  2.197  0.364
N  4.765  -2.543  2.693
N  0.652  1.537  3.899
N  1.478  4.783  1.256
N  0.294  0.162  2.166
C  -0.747  0.604  -2.879
C  -3.251  2.382  -0.730
C  2.758  -5.184  0.401
C  -0.240  -5.677  -0.384
C  -2.131  1.583  -1.066
C  4.614  -0.768  1.067
C  2.166  -5.600  -1.999
C  -2.692  1.927  -3.443
C  -1.592  -5.744  -0.083
C  5.288  -3.231  3.850
C  -2.243  -4.536  0.165
C  4.627  0.402  -1.011
C  -3.443  -7.014  -1.164
C  -3.752  2.683  -3.063
C  3.235  -0.702  1.040
C  1.204  3.192  -0.485
C  1.455  4.479  -0.039
C  0.658  1.408  2.597
C  -3.078  -7.200  1.308
C  2.670  -3.316  -1.230
C  -1.511  -3.378  0.122
C  -1.859  1.368  -2.451
C  -2.384  -7.051  -0.053
C  2.005  -4.632  -0.816
C  5.326  -0.181  0.032
C  3.245  0.412  -0.959
C  1.234  3.791  2.104
C  -0.141  -3.302  -0.150
C  0.046  -0.500  3.281
C  5.347  -1.428  2.197
C  -1.488  -8.269  -0.272
C  -4.042  2.918  -1.707
C  0.980  2.500  1.660
C  0.515  -4.496  -0.449
H  1.190  2.959  -1.544
H  -2.348  -7.202  2.121
H  3.825  -5.277  0.179
H  5.752  -2.496  4.507
H  -4.126  -6.172  -1.039
H  -0.707  -8.341  0.488
H  -2.496  1.761  -4.495
H  2.141  -2.827  -2.051
H  3.974  -2.966  2.235
H  -0.277  -1.526  3.360
H  -3.631  -8.141  1.345
H  1.643  5.279  -0.743
H  6.408  -0.202  0.053
H  -3.302  -4.495  0.385
H  -2.973  -6.923  -2.146
H  3.689  -3.532  -1.560
H  -4.037  -7.930  -1.154
H  6.039  -3.969  3.556
H  1.871  -6.622  -1.760
H  2.643  -1.153  1.829
H  2.716  -2.612  -0.404
H  -0.609  0.487  -3.959
H  2.389  -6.170  0.691
H  -1.014  -8.257  -1.256
H  1.234  4.017  3.163
H  3.216  -5.631  -2.300
H  1.577  -5.269  -2.856
H  2.666  0.856  -1.760
H  4.437  -4.385  5.178
H  5.139  0.841  -1.856
H  -2.092  -9.176  -0.212
H  -4.901  3.528  -1.461
H  2.639  -4.523  1.267
H  0.278  -6.603  -0.585
H  -3.790  -6.394  1.495
H  0.162  0.115  5.296
H  -3.461  2.550  0.318